C12H15NO in the gas phase in a non-equilibrium geometry, computed with ωB97M-V with the def2-TZVPD basis set.

SMILES ... c1ccc2c(c1)COC21CCNCC1
Kohn-Sham gap ... 0.3442 Eh
Maximum force ... 6.55 eV/Å
HOMO level ... -8.638 eV

```
29
Properties=species:S:1:pos:R:3:forces:R:3
C -3.5866 -0.8978 0.2062 -1.5395 4.5046 -0.0580
C -2.5141 -1.7036 0.1347 0.4514 -5.4857 -1.7234
C -1.1050 -1.4994 -0.0624 -3.5995 5.2223 1.6419
C -0.8293 -0.0680 -0.0283 -2.1808 -3.6541 -1.4943
C -1.9477 0.7678 -0.1041 1.6755 2.9195 0.1297
C -3.2905 0.5237 0.1066 -0.8732 -1.2851 -0.7123
C -1.2591 2.1303 -0.3384 -2.9991 4.1634 0.6306
O 0.1050 1.9482 -0.4435 0.3864 2.4529 -0.5079
C 0.4402 0.6933 -0.1745 1.1892 -5.4183 0.5376
C 1.3643 0.0620 -1.2233 0.1691 1.6724 -3.5638
C 2.0893 -1.3073 -0.7739 0.4117 -0.5929 0.0693
N 3.1900 -0.5618 -0.1172 2.6510 -2.0538 4.0768
C 2.7245 0.3464 0.9485 -0.3432 3.7804 4.5270
C 1.1222 0.4760 1.2050 1.1920 -1.2354 -2.1834
H -4.6807 -1.1883 0.2417 1.7460 -0.1201 0.0480
H -2.9285 -2.7662 -0.0758 1.3453 1.1923 0.9276
H -0.4491 -2.2758 0.0884 1.3737 -1.5256 -0.2428
H -4.1006 1.3265 -0.0045 1.4331 -1.2703 0.3746
H -1.5693 2.9954 0.4632 0.9753 -2.2856 -0.8556
H -1.5227 2.7868 -1.2179 -0.3401 -1.4057 0.1633
H 0.7763 0.0883 -2.3527 1.7662 -0.3391 3.2073
H 2.3163 0.9096 -1.2395 -2.8345 -2.5425 -0.7390
H 2.5979 -1.9159 -1.6005 -1.0345 1.2344 0.7365
H 1.5041 -2.2445 -0.1394 1.3308 3.1424 -1.3728
H 3.9695 -1.1265 0.4720 -2.5160 0.8598 -2.3499
H 3.2306 0.1370 2.0853 -1.2590 0.1297 -3.1992
H 3.0027 1.5206 0.8541 -0.0358 -2.6763 -0.5557
H 0.7374 -0.5208 1.4966 0.2637 0.9213 0.7516
H 0.6127 1.3640 1.5936 1.1946 -0.3048 1.7363
```
Forces are in eV/Å.